Molecular formula: C5H16NO
Method: DFT, ωB97M-V with the def2-TZVPD basis set

```
! wB97M-V def2-TZVPD RIJCOSX def2/J DEFGRID3
* xyz 1 1
C -1.87 -0.26 1.60
C -0.84 -0.28 0.47
C 0.59 -0.44 1.01
C 1.86 -0.16 0.22
C 2.37 -1.26 -0.73
N -0.82 1.18 -0.05
H -2.88 -0.12 1.19
H -1.68 -1.21 2.12
H -1.66 0.36 2.48
H -1.09 -0.84 -0.44
H 0.52 -1.54 1.17
H 0.61 -0.03 2.02
H 2.65 0.04 0.95
H 1.82 0.70 -0.47
H 2.84 -2.00 -0.07
H 3.15 -0.97 -1.43
H 1.49 -1.67 -1.24
H -1.62 1.48 -0.68
H -0.65 1.85 0.69
H -0.05 1.12 -0.73
H -1.07 1.56 -3.29
H -2.24 0.97 -2.38
O -1.45 1.54 -2.40
*
```

HOMO level, Ha: -0.5520

---

Molecular formula: C7H11NO2S2
Method: DFT, ωB97M-V with the def2-TZVPD basis set

```
! wB97M-V def2-TZVPD RIJCOSX def2/J DEFGRID3
* xyz 0 1
C -2.12 0.51 2.17
C -2.29 -0.63 1.46
C -3.37 -1.57 1.78
C -0.78 0.77 -0.20
C 1.46 1.48 -0.86
C 1.30 -0.58 0.36
C 0.56 0.24 -0.64
N -1.56 -0.93 0.29
O -4.27 -1.30 2.58
O -3.34 -2.78 1.26
S -0.96 1.58 1.43
S -1.71 1.54 -1.43
H -2.64 0.71 3.10
H 1.12 2.22 -1.69
H 2.43 1.00 -0.98
H 1.42 2.11 0.02
H 1.42 -0.17 1.42
H 2.34 -0.85 0.12
H 1.06 -1.57 0.65
H 0.66 -0.34 -1.62
H -2.58 -2.95 0.56
H -2.04 -1.41 -0.47
H -1.14 1.02 -2.72
*
```

HOMO level, Ha: -0.2953

---

Record order is preserved below.
Calculated total energy: -8975.11602 -34689.95772 eV
Record order is preserved below.
Lowest unoccupied orbital energy: -3.21 0.11 eV
Record order is preserved below.
Kohn-Sham gap: 11.81 8.14 eV